Here is a molecular structure, C31H47IrNO3P2S in a non-equilibrium geometry from OMol25. Energies are from wB97M-V/def2-TZVPD.

```
86
Properties=species:S:1:pos:R:3:forces:R:3
Ir 1.101 0.921 1.142 -0.7 0.3 -0.3
S -1.903 -2.472 6.616 -0.7 0.5 -1.6
P -0.088 2.641 -6.493 -0.3 -0.9 -3.6
P -0.345 0.004 -5.103 -0.4 -2.2 -2.9
O -2.031 -0.928 3.197 0.3 -0.7 0.3
O -2.543 -1.661 7.630 0.5 -0.3 -0.4
O -0.915 -3.435 7.027 0.0 0.3 0.0
N -1.394 -1.567 5.341 0.3 0.6 0.0
C 2.316 -1.901 0.702 0.3 -0.2 0.1
C -0.325 -0.910 -0.731 -0.4 -0.4 -0.2
C -4.045 -4.238 6.023 0.1 0.0 -0.2
C 1.542 -0.560 4.838 -0.2 -0.6 0.2
C 1.472 2.699 -7.488 0.9 0.2 0.9
C -4.875 -4.290 3.734 0.5 0.3 0.2
C -0.308 3.550 2.409 -0.3 0.0 -0.1
C 0.056 0.332 -1.524 -0.2 0.4 -0.1
C 2.765 -1.020 -0.470 0.6 -0.1 -0.2
C -1.884 -1.013 -4.976 -0.4 0.5 1.3
C 2.449 1.076 3.039 -0.5 0.9 -0.7
C 3.851 0.609 2.996 0.4 -0.2 0.1
C 0.960 -1.306 -5.041 0.5 0.5 1.0
C 1.426 0.626 3.965 0.0 0.3 -0.1
C -0.042 -0.848 0.755 -0.5 -1.6 1.1
C 1.224 1.079 -0.944 1.1 -0.2 -0.5
C 2.417 0.449 -0.423 0.2 0.7 -0.5
C -3.138 -3.267 5.617 -0.7 -0.9 0.6
C 0.551 2.381 2.722 0.9 0.1 1.1
C -0.935 1.437 4.600 -0.7 -0.3 0.2
C -0.891 3.915 -7.548 -0.5 1.2 0.9
C 1.973 2.287 2.378 0.3 0.0 2.0
C 2.813 3.349 1.751 0.1 -0.1 -0.3
C -0.449 -0.060 -7.004 0.3 0.4 -0.1
C -4.904 -4.771 5.058 0.0 0.2 -0.3
C -0.789 1.281 -7.598 -0.3 0.0 0.7
C 1.086 -1.411 1.379 -1.1 0.3 0.1
C -3.978 -3.272 3.362 0.0 -0.3 0.7
C -3.097 -2.780 4.330 -1.0 -0.4 -0.5
C -2.117 -1.668 4.198 0.4 0.1 1.1
C 0.306 1.454 3.814 0.2 0.1 -0.4
H -0.934 -0.882 1.402 0.3 0.3 -0.2
H -0.221 4.282 3.221 -0.1 0.0 -0.1
H -0.944 2.208 5.387 0.2 0.0 -0.3
H -1.078 0.461 5.085 0.0 0.4 -0.1
H 3.097 -1.976 1.477 -0.1 0.1 -0.4
H -1.213 -0.796 -7.282 0.4 0.0 0.2
H -1.362 3.263 2.317 0.2 0.1 0.0
H -1.409 -1.043 -0.804 0.1 -0.1 -0.1
H -1.778 -1.902 -5.613 0.2 0.3 0.3
H 1.991 3.637 -7.271 0.1 -0.2 -0.1
H -1.870 1.440 -7.692 0.2 -0.1 0.1
H -1.797 1.610 3.941 0.2 0.0 0.3
H 3.655 2.906 1.212 0.0 0.1 0.1
H 1.109 -1.645 -4.007 0.1 -0.1 -0.3
H 2.169 -1.326 4.358 0.0 0.2 0.2
H 4.305 0.810 2.019 0.0 0.0 0.2
H -0.673 3.711 -8.606 0.0 -0.1 0.4
H 3.858 -1.065 -0.488 -0.1 -0.2 -0.3
H -2.075 -1.312 -3.940 -0.1 0.0 -0.2
H -0.509 4.905 -7.284 -0.2 0.0 -0.2
H 3.298 1.114 -0.426 -0.4 -0.3 0.1
H -2.730 -0.412 -5.339 0.2 -0.2 0.2
H 0.020 4.017 1.480 -0.1 0.1 0.0
H 0.666 -2.147 -5.684 -0.1 0.3 0.2
H 1.213 2.671 -8.556 0.0 0.0 0.5
H 0.131 -1.815 -1.144 0.1 0.1 0.0
H 4.423 1.146 3.766 0.1 -0.2 -0.1
H 0.936 -1.743 2.415 0.1 0.4 -0.3
H 1.901 -0.875 -5.411 -0.2 -0.2 0.1
H 2.389 -1.441 -1.405 0.1 0.0 -0.1
H 1.402 2.091 -1.349 -0.3 -0.4 0.4
H 2.137 1.863 -7.254 0.0 0.1 0.0
H 1.978 -0.365 5.833 -0.1 0.2 -0.4
H -5.550 -4.708 2.991 0.1 0.1 0.2
H -4.056 -4.556 7.067 -0.1 0.0 -0.4
H -0.801 1.015 -1.530 0.1 0.0 -0.1
H 0.520 -0.408 -7.380 -0.1 0.1 0.1
H 0.257 0.083 -2.571 0.0 -0.1 -0.2
H 2.188 -2.927 0.316 -0.1 0.2 0.3
H 3.924 -0.466 3.195 0.0 0.2 0.0
H -5.612 -5.555 5.334 0.2 0.2 -0.1
H -1.975 3.907 -7.403 0.1 0.1 0.0
H -0.337 1.407 -8.591 -0.3 0.0 0.3
H 2.224 3.937 1.043 0.1 0.0 0.1
H 0.543 -0.999 5.017 0.4 0.1 0.0
H -3.937 -2.851 2.362 -0.1 -0.1 0.1
H 3.213 4.022 2.518 -0.1 -0.1 -0.1
```
Forces are in eV/Å.

Properties
* ⟨S²⟩: 6.02
* E_HOMO (spin up / spin down): -8.99 / -9.36 eV
* energy above the lowest of the compared OMol25 structures with the same formula, charge and spin: 3.891 eV
* LUMO level (spin up / spin down): -3.0 / -7.6 eV
* 2S+1: 5
* charge: +1

Here are the Löwdin charges for atoms 1 to 4, given in e:
1. Ir 1.406
2. S 0.638
3. P 0.948
4. P 0.967

=====

Here is a molecular structure, C21H57F6HfN3O24PS6 in a non-equilibrium geometry from OMol25. Energies are from wB97M-V/def2-TZVPD.

```
119
Properties=species:S:1:pos:R:3:forces:R:3
Hf 0.278 -2.082 2.776 -0.6 7.1 -7.3
S -3.083 -0.291 2.730 -3.5 1.9 1.1
S 0.118 1.583 4.081 -0.3 4.2 4.3
S 1.201 1.376 -6.248 -2.2 -0.3 -0.5
S 2.503 -3.468 -0.004 3.5 -2.4 -1.4
S -2.002 -3.685 -0.159 -2.7 -2.4 -2.5
S 3.653 -0.317 2.251 3.4 2.3 -2.6
P -0.175 0.349 -0.266 -2.5 2.2 -5.2
F -1.113 1.207 0.692 0.0 0.6 1.0
F 0.751 -0.666 -1.180 -0.7 1.0 0.7
F 0.232 -0.541 1.010 1.1 -2.7 3.4
F 1.051 1.311 0.035 0.3 -0.4 0.1
F -0.648 1.290 -1.542 1.2 -1.2 1.1
F -1.471 -0.594 -0.525 0.7 -0.6 0.1
O -1.787 -0.985 2.481 2.0 -2.4 0.9
O -4.909 2.477 0.153 -0.7 0.7 1.3
O -1.049 -3.064 0.743 1.4 0.4 2.4
O 1.429 1.772 5.073 -0.9 -1.8 -3.1
O -1.883 -5.311 0.117 1.1 4.1 0.4
O 1.527 6.608 -1.383 -0.2 0.3 -0.2
O 1.298 2.885 -5.668 0.3 -2.7 0.7
O -3.706 1.333 -1.148 0.5 -0.4 0.0
O -3.084 1.161 2.895 0.6 -3.1 -0.4
O 0.210 0.264 3.459 0.7 -2.4 -0.2
O 3.782 -3.828 0.588 -2.2 1.0 0.2
O 1.493 -2.666 0.790 0.0 -1.3 1.3
O 3.331 1.334 2.095 -0.9 -3.4 2.0
O 2.618 4.990 -2.300 -0.4 0.0 0.0
O -1.034 1.825 4.957 1.9 -0.6 -2.5
O -2.330 3.208 -3.824 -1.8 -1.4 -1.3
O -3.705 -1.050 4.046 3.1 0.8 -2.0
O -3.408 -3.277 -0.124 2.9 -0.5 0.2
O 2.386 -0.901 2.773 -1.4 -1.3 0.3
O 1.853 -4.850 -0.526 -1.5 2.6 1.4
O -0.005 1.230 -7.095 2.3 0.5 1.7
O 4.252 -0.838 0.992 -2.1 1.1 3.6
O -4.283 2.763 -4.845 3.5 -0.8 1.6
O 2.474 0.949 -6.760 -0.5 0.2 0.4
N -3.215 2.426 -4.258 -1.8 2.2 0.6
N 1.685 5.448 -1.667 0.5 -0.2 1.1
N -3.921 2.342 -0.498 0.4 -0.6 -1.5
C 0.701 4.477 -1.060 1.2 -0.9 -0.9
C -2.937 3.450 -0.624 -0.1 0.6 -0.1
C 1.451 4.013 -6.514 0.3 1.6 1.0
C -4.742 -0.414 4.747 -3.5 -0.7 2.4
C -3.058 0.991 -3.918 0.6 -0.2 -0.9
C 2.804 3.347 6.314 -1.1 -0.5 -1.0
C 2.845 -2.631 -1.571 -0.9 0.3 0.5
C -5.879 -1.495 4.873 0.6 1.1 -0.9
C 2.672 -5.915 -1.040 -0.1 -2.4 -0.8
C 1.825 5.166 -5.520 -0.7 -0.2 -0.9
C 0.527 2.957 2.822 -0.3 -1.7 0.0
C 4.317 2.212 1.506 1.3 -0.9 -2.5
C 1.402 2.728 6.131 0.5 0.8 2.1
C -1.345 -3.600 -1.916 -0.3 0.5 0.8
C -2.950 -6.104 -0.367 -0.5 -2.5 0.2
C 4.087 2.145 0.003 0.5 1.6 0.0
C -4.392 -0.814 1.516 1.8 0.4 0.4
C 1.785 -7.194 -1.270 0.1 0.6 -0.1
C 0.817 0.516 -4.614 0.6 1.1 -1.1
C 4.873 -0.329 3.672 -0.8 -0.2 -0.7
C -2.304 -7.514 -0.320 -0.5 0.1 -0.6
H 3.336 -1.680 -1.366 -0.4 0.1 0.1
H 4.681 2.963 -0.404 0.1 0.1 -0.3
H -4.521 -1.892 1.607 -0.2 0.2 0.3
H 3.562 2.568 6.398 0.0 0.1 0.1
H 3.515 -3.218 -2.199 0.0 -0.5 0.5
H 1.754 6.119 -6.043 -0.1 0.0 0.0
H 1.129 5.189 -4.681 -0.1 0.0 -0.1
H -4.036 -0.572 0.514 -0.1 0.3 0.0
H 1.761 0.185 -4.180 0.0 0.0 -0.1
H 2.838 5.100 -5.123 -0.1 -0.4 -0.2
H -4.016 0.583 -3.595 0.2 0.2 -0.1
H 4.240 3.260 1.795 -0.7 -0.4 0.8
H 0.953 3.821 3.332 -0.4 -0.2 0.4
H -6.679 -1.071 5.480 -0.1 -0.1 -0.2
H -1.935 -4.289 -2.521 -0.2 0.1 0.3
H 0.684 4.575 0.025 -0.6 0.8 -0.3
H 5.125 -1.352 3.950 -0.4 -0.1 -0.2
H 5.808 0.140 3.366 -0.3 0.2 -0.3
H 1.621 -7.765 -0.357 0.4 -0.1 -0.1
H -5.544 -2.435 5.313 0.2 0.2 0.1
H -6.208 -1.703 3.855 -0.5 -0.1 0.1
H 5.334 1.894 1.738 0.0 -0.1 0.3
H -3.755 -6.113 0.367 -0.1 0.3 -0.2
H 4.381 0.208 4.483 0.0 0.0 -0.1
H -2.877 -8.280 -0.842 -0.5 0.2 0.3
H -5.131 0.533 4.373 0.3 -0.2 -0.9
H -2.731 0.573 -4.870 -0.3 -0.4 0.0
H -4.553 -0.162 5.790 1.4 -0.1 -0.1
H 3.060 2.469 -0.164 0.0 -0.5 -0.4
H 3.116 -5.656 -2.001 -0.1 0.5 0.1
H 1.152 2.176 7.037 -0.3 0.0 -0.1
H 1.868 -2.542 -2.047 0.2 0.4 -0.1
H 2.969 3.930 5.408 0.5 0.3 0.2
H -0.192 4.573 -1.678 -0.2 0.0 0.7
H -1.340 -7.569 -0.826 0.1 0.4 0.2
H 1.173 3.507 -1.221 -0.4 0.0 -0.4
H -2.430 3.512 0.338 -0.1 0.2 -0.1
H 0.361 1.281 -3.985 -0.1 -0.2 0.0
H 2.290 3.939 -7.205 -0.3 -0.5 -0.3
H 4.407 1.254 -0.538 -0.4 -0.1 0.4
H 2.249 -7.767 -2.072 0.6 -0.3 0.5
H -2.257 3.293 -1.461 -0.2 -0.5 0.3
H -5.189 -0.154 1.858 -0.3 -0.3 -0.2
H -2.244 0.858 -3.206 -0.4 0.3 0.0
H -0.355 3.144 2.208 -0.1 0.1 0.4
H -0.292 -3.858 -2.029 -0.1 -0.2 0.7
H 3.471 -6.175 -0.346 -0.1 0.3 0.1
H 0.655 3.509 5.991 -0.1 -0.1 -0.3
H -3.514 4.347 -0.850 0.0 0.0 0.4
H 0.151 -0.320 -4.831 0.1 0.2 -0.1
H -2.191 -7.784 0.730 0.1 -0.2 -0.1
H 0.792 -7.095 -1.709 -0.1 1.0 0.1
H -3.337 -5.765 -1.329 0.2 -0.1 -0.1
H 1.279 2.506 2.175 0.0 -0.1 0.2
H -1.470 -2.575 -2.262 -0.3 0.0 0.2
H 2.803 3.971 7.208 0.0 0.0 -0.2
H 0.462 4.103 -6.965 0.4 0.7 -0.5
```
Forces are in eV/Å.

Properties
* E_HOMO: -15.07 eV
* LUMO level: -13.5 eV
* charge: +3

Here are the Löwdin charges for atoms 1 to 4, given in e:
1. Hf 2.492
2. S 0.767
3. S 0.760
4. S 0.660

=====

Here is a molecular structure, C29H35BrN4OS4SiSr in a non-equilibrium geometry from OMol25. Energies are from wB97M-V/def2-TZVPD.

```
76
Properties=species:S:1:pos:R:3:forces:R:3
Sr 0.280 -1.164 0.316 -1.2 0.4 0.9
Br 2.107 -3.822 0.221 -0.1 0.1 -0.4
S 2.248 -1.195 2.382 -0.1 0.2 0.2
S 4.921 -0.576 3.443 1.2 0.4 0.2
S -1.418 2.774 4.003 -0.1 -1.0 -0.3
S -0.745 1.584 1.328 0.0 -0.8 -0.4
Si 0.159 3.484 0.871 -0.7 -1.4 0.7
O 3.525 -2.576 4.201 0.4 -0.1 0.4
N -1.281 -0.966 2.561 1.4 8.2 -0.4
N 0.218 -2.886 -1.592 -0.1 -0.1 -0.9
N -1.593 -3.232 1.009 -0.5 0.8 -2.8
N -1.103 0.095 3.521 -1.1 -3.1 -1.5
C -0.807 -4.103 -3.362 -0.1 -0.1 -0.7
C -1.313 4.612 0.700 -0.3 0.8 -1.0
C -1.206 -2.128 3.069 -1.0 -6.2 2.7
C 2.671 -1.060 -4.326 0.5 -1.0 0.1
C -2.252 -4.183 0.351 0.2 0.2 -1.0
C 3.581 -1.513 3.367 -1.0 -0.3 -0.1
C -2.121 -4.414 3.037 0.4 -2.0 0.7
C -2.414 6.950 -0.313 -0.4 1.4 -0.7
C 2.026 0.338 -4.281 0.2 0.8 -0.5
C 2.976 1.491 -3.896 1.0 -1.0 0.3
C -2.065 4.632 -0.527 1.4 -1.4 1.3
C -2.496 -5.518 2.308 0.3 0.9 1.5
C -0.646 -2.938 -2.644 0.3 0.4 0.8
C 2.327 -3.300 4.419 -0.3 -0.7 -0.1
C -2.645 -5.366 0.908 -0.3 -0.3 -0.4
C -3.189 2.526 3.691 -0.4 0.3 0.6
C 1.008 -3.894 -1.333 -0.5 -1.9 -0.8
C 0.046 -5.168 -3.122 0.9 -0.2 1.4
C -1.663 -3.268 2.346 1.7 2.4 3.2
C 0.907 3.218 -0.792 -0.9 -0.5 -0.6
C -1.049 1.297 3.093 1.4 1.3 -1.0
C 1.406 4.065 2.096 -0.2 0.0 1.4
C -1.401 5.747 1.493 0.0 0.8 0.0
C 1.268 0.742 -5.568 -0.7 -0.1 -0.6
C 1.098 0.271 -3.199 -3.8 -0.8 5.6
C -2.578 5.778 -1.034 -0.6 0.1 -0.2
C 0.463 0.113 -2.090 2.1 0.5 -4.0
C -1.896 6.948 0.967 -0.4 -0.6 0.2
C 0.989 -5.104 -2.083 -0.5 0.8 -0.5
H 0.852 1.785 -5.508 0.4 -0.9 0.2
H 2.982 -1.381 -3.288 -0.3 0.5 -1.0
H -1.539 -4.238 -4.159 0.1 0.5 0.3
H 2.086 4.795 1.696 0.2 0.5 -0.3
H 1.483 -2.652 4.633 -0.1 0.2 -0.1
H -3.748 3.454 3.888 0.0 -0.2 -0.1
H 3.821 1.551 -4.567 0.4 0.1 -0.5
H -0.970 -2.249 4.155 -0.5 0.1 -0.7
H -3.314 2.201 2.649 -0.1 0.2 0.3
H 3.411 1.305 -2.898 -0.4 0.2 -0.3
H 2.038 3.242 2.455 -0.3 -0.1 -0.1
H -3.485 1.738 4.400 -0.2 0.3 -0.5
H -2.468 -3.941 -0.712 0.3 -0.5 0.5
H -1.045 5.786 2.524 0.3 -0.3 -0.4
H -2.690 7.876 -0.838 0.0 -0.2 0.6
H 1.881 0.689 -6.479 0.2 0.0 0.2
H 1.907 -1.824 -4.650 0.7 0.8 0.2
H -2.153 3.699 -1.075 0.1 0.0 -0.1
H -3.118 5.716 -1.983 0.2 0.4 0.2
H 0.400 0.063 -5.742 0.6 0.4 0.2
H 2.060 -3.949 3.566 0.1 0.4 0.2
H 2.509 -3.940 5.298 0.1 0.2 -0.3
H -1.179 -1.995 -2.859 0.3 -0.6 0.2
H -3.104 -6.157 0.356 -0.3 -0.2 -0.6
H 3.580 -1.142 -4.970 -0.7 0.2 0.2
H -0.042 -6.084 -3.683 0.0 -0.1 -0.2
H -2.711 -6.467 2.784 -0.2 0.0 0.1
H 1.337 4.115 -1.197 0.1 0.7 -0.3
H 2.463 2.437 -3.917 -0.3 0.3 0.2
H 1.671 -5.934 -1.893 -0.2 0.4 0.1
H -2.045 -4.410 4.153 -0.1 -0.1 -1.1
H 1.681 2.458 -0.807 0.0 -0.2 0.2
H 0.097 2.847 -1.463 0.7 0.2 0.3
H -1.891 7.822 1.607 0.0 0.2 -0.3
H 0.900 4.496 2.988 0.4 -0.2 -0.5
```
Forces are in eV/Å.

Properties
* E_HOMO (spin up / spin down): 1.48 / 1.48 eV
* energy above the lowest of the compared OMol25 structures with the same formula, charge and spin: 0.000 eV
* LUMO level (spin up / spin down): 4.0 / 4.0 eV
* charge: -2

Here are the Löwdin charges for atoms 1 to 4, given in e:
1. Sr 0.939
2. Br 0.785
3. S 0.426
4. S 0.464